{
  "formula": "C54H154N21O13P7",
  "method": "ωB97M-V/def2-TZVPD",
  "orbital_gap_ev": 8.79,
  "homo_energy_ev": -8.219,
  "spin_multiplicity": 1,
  "smiles": "CN(C)P(=O)(N(C)C)N(C)C.CN(C)P(=O)(N(C)C)N(C)C.CN(C)P(=O)(N(C)C)N(C)C.CN(C)P(=O)(N(C)C)N(C)C.CN(C)P(=O)(N(C)C)N(C)C.CN(C)P(=O)(N(C)C)N(C)C.CN(C)P(=O)(N(C)C)N(C)C.COCCOCCOC.COCCOCCOC",
  "total_energy_ha": -6667.4803,
  "species": ["C", "N", "C", "P", "O", "N", "C", "C", "N", "C", "C", "H", "H", "H", "H", "H", "H", "H", "H", "H", "H", "H", "H", "H", "H", "H", "H", "H", "H", "C", "N", "C", "P", "O", "N", "C", "C", "N", "C", "C", "H", "H", "H", "H", "H", "H", "H", "H", "H", "H", "H", "H", "H", "H", "H", "H", "H", "H", "C", "N", "C", "P", "O", "N", "C", "C", "N", "C", "C", "H", "H", "H", "H", "H", "H", "H", "H", "H", "H", "H", "H", "H", "H", "H", "H", "H", "H", "C", "N", "C", "P", "O", "N", "C", "C", "N", "C", "C", "H", "H", "H", "H", "H", "H", "H", "H", "H", "H", "H", "H", "H", "H", "H", "H", "H", "H", "C", "N", "C", "P", "O", "N", "C", "C", "N", "C", "C", "H", "H", "H", "H", "H", "H", "H", "H", "H", "H", "H", "H", "H", "H", "H", "H", "H", "H", "C", "N", "C", "P", "O", "N", "C", "C", "N", "C", "C", "H", "H", "H", "H", "H", "H", "H", "H", "H", "H", "H", "H", "H", "H", "H", "H", "H", "H", "C", "N", "C", "P", "O", "N", "C", "C", "N", "C", "C", "H", "H", "H", "H", "H", "H", "H", "H", "H", "H", "H", "H", "H", "H", "H", "H", "H", "H", "C", "O", "C", "C", "O", "C", "C", "O", "C", "H", "H", "H", "H", "H", "H", "H", "H", "H", "H", "H", "H", "H", "H", "C", "O", "C", "C", "O", "C", "C", "O", "C", "H", "H", "H", "H", "H", "H", "H", "H", "H", "H", "H", "H", "H", "H"],
  "coordinates": [[6.9790, -25.1780, -10.4742], [7.2315, -24.0465, -9.6132], [6.4347, -22.8975, -10.0298], [7.1648, -24.3785, -7.9406], [5.8150, -24.5235, -7.3416], [7.9375, -25.8146, -7.7264], [7.2002, -27.1280, -7.6173], [9.4144, -25.8864, -8.0620], [7.9940, -23.1013, -7.2756], [7.7808, -22.8678, -5.7926], [8.9389, -22.2401, -7.9322], [7.5162, -24.9348, -11.3941], [5.9161, -25.4377, -10.6861], [7.3808, -26.0336, -9.9645], [6.6663, -22.5539, -11.0785], [6.5650, -22.0572, -9.3255], [5.4167, -23.2599, -10.0321], [7.2647, -27.4511, -6.6117], [6.1401, -27.0858, -7.7523], [7.5082, -27.8745, -8.3309], [9.7757, -24.8908, -8.1433], [9.9694, -26.4773, -7.3086], [9.6054, -26.2917, -9.0363], [8.7214, -22.7662, -5.2823], [7.2171, -21.9546, -5.6769], [7.2400, -23.6866, -5.2981], [8.5731, -21.2459, -8.2192], [9.3449, -22.7234, -8.8539], [9.8189, -22.0479, -7.3240], [11.5984, -16.6351, -10.9200], [11.5017, -18.0973, -10.8747], [12.3524, -18.8003, -11.8675], [10.1015, -18.9634, -10.2039], [10.4141, -20.3963, -10.1764], [9.7856, -18.0920, -8.8460], [10.9358, -17.9346, -7.9605], [8.5166, -18.2196, -8.0741], [8.7107, -18.7023, -11.1654], [8.3572, -19.8002, -12.0489], [8.2381, -17.3720, -11.5488], [11.4169, -16.1855, -11.8910], [12.6300, -16.3194, -10.6036], [10.9099, -16.2606, -10.1743], [12.1663, -19.8633, -11.8935], [13.4029, -18.7220, -11.4890], [12.1872, -18.4173, -12.8567], [10.9274, -18.4465, -6.9617], [11.8556, -18.3695, -8.3833], [11.0862, -16.8958, -7.7357], [7.6340, -18.5000, -8.6528], [8.6595, -18.9894, -7.3835], [8.3545, -17.3035, -7.5223], [8.9294, -20.6963, -11.8272], [7.3518, -20.0675, -11.7950], [8.5173, -19.5519, -13.1062], [7.1583, -17.2394, -11.4440], [8.5255, -17.1061, -12.5972], [8.6951, -16.6419, -10.8942], [14.9666, -23.4296, -18.9180], [14.5426, -22.2019, -18.2019], [14.5389, -20.9784, -18.9364], [14.2345, -22.1376, -16.5920], [14.1510, -20.7274, -16.1485], [12.8734, -23.1144, -16.4907], [12.2031, -23.7666, -17.5907], [12.3207, -23.4453, -15.1287], [15.3806, -22.9746, -15.7090], [16.6132, -22.3158, -15.4583], [15.5545, -24.3930, -15.7690], [15.9989, -23.3450, -19.2042], [14.3403, -23.5492, -19.7236], [14.7876, -24.2086, -18.1979], [13.6878, -20.9840, -19.6363], [15.3745, -21.0167, -19.5997], [14.4790, -20.0714, -18.2948], [12.6432, -24.7851, -17.7805], [11.1217, -23.8995, -17.3139], [12.0913, -23.1737, -18.4892], [12.4435, -24.5164, -14.9606], [12.8954, -22.8837, -14.3380], [11.2959, -23.1678, -14.9591], [17.4597, -22.6798, -16.0205], [16.4841, -21.2181, -15.5939], [16.8490, -22.4185, -14.4096], [15.6717, -24.7714, -14.7390], [16.2977, -24.7185, -16.4737], [14.5900, -24.8579, -16.0961], [9.4855, -29.3675, -13.9365], [10.2213, -28.8456, -12.8133], [9.3366, -28.4380, -11.6835], [11.7257, -29.5886, -12.5196], [12.0519, -30.5586, -13.5626], [12.5958, -28.1968, -12.0966], [13.9038, -28.5045, -11.5485], [12.3850, -26.9669, -12.8166], [11.6474, -30.3762, -11.0491], [11.8336, -29.7487, -9.7752], [11.9138, -31.7858, -10.9575], [8.9106, -28.5701, -14.3738], [8.7165, -30.0396, -13.5444], [10.1216, -29.9214, -14.6397], [9.8938, -28.0378, -10.8093], [8.8548, -29.3544, -11.3685], [8.5950, -27.7752, -12.0493], [13.9101, -29.5226, -11.1391], [14.6717, -28.2826, -12.2541], [13.9912, -27.8296, -10.6954], [12.9679, -26.1665, -12.3797], [12.6044, -27.0273, -13.8788], [11.3713, -26.6293, -12.7373], [11.3178, -28.7656, -9.6176], [11.3958, -30.3504, -8.9699], [12.9108, -29.5407, -9.5227], [11.1119, -32.2748, -10.4872], [12.8866, -31.9694, -10.4810], [12.0607, -32.1774, -11.9746], [11.6555, -21.9592, -22.7388], [11.6353, -23.4247, -22.8644], [12.6198, -24.0453, -22.0376], [10.0892, -24.0373, -22.6109], [9.6162, -23.9649, -21.1953], [8.9557, -23.2366, -23.5821], [8.5052, -21.8716, -23.1741], [8.8608, -23.4561, -24.9749], [10.1702, -25.5924, -23.2288], [11.1558, -25.9887, -24.1518], [9.2162, -26.6053, -22.7660], [11.0104, -21.4329, -23.4565], [12.7387, -21.7639, -22.9744], [11.5718, -21.5874, -21.7114], [13.5196, -23.5289, -22.2808], [12.7161, -25.1149, -22.2620], [12.4113, -23.9523, -21.0229], [8.5486, -21.8702, -22.0419], [9.1642, -21.0895, -23.6169], [7.4259, -21.7475, -23.3759], [7.8124, -23.5644, -25.3097], [9.3157, -22.5933, -25.5462], [9.3732, -24.3559, -25.2609], [11.7802, -25.1510, -24.5017], [11.8069, -26.7288, -23.6695], [10.7578, -26.4474, -25.0924], [8.6508, -26.1639, -21.9480], [9.7883, -27.4524, -22.3820], [8.6133, -26.9401, -23.6258], [10.2262, -17.7521, -15.6751], [9.2927, -17.9803, -16.7644], [9.1550, -16.8557, -17.7708], [7.8654, -18.8951, -16.7654], [7.5040, -19.2586, -18.1849], [8.2095, -20.1416, -15.6465], [7.1229, -20.9124, -15.0041], [9.4231, -21.0308, -15.8615], [6.6552, -17.9412, -16.1434], [5.2824, -18.1175, -16.6806], [6.7854, -17.1846, -14.9421], [11.2884, -17.8191, -16.0722], [10.1529, -18.4475, -14.8360], [10.0062, -16.7176, -15.3451], [10.0938, -16.6489, -18.2492], [8.8311, -15.9140, -17.3256], [8.4296, -17.1706, -18.4923], [6.3096, -20.2734, -14.6882], [6.7218, -21.6773, -15.6591], [7.5325, -21.3316, -14.0562], [9.7959, -21.3617, -14.9328], [9.0820, -21.8590, -16.4849], [10.1793, -20.4992, -16.4496], [5.4760, -18.9442, -17.3877], [4.5113, -18.2985, -15.8592], [5.0237, -17.2343, -17.3136], [6.2266, -16.2286, -15.0326], [7.7833, -16.9101, -14.8008], [6.3793, -17.7016, -14.0076], [11.4291, -28.7781, -17.0694], [11.7772, -30.0322, -17.6853], [11.5802, -31.2973, -16.9183], [12.1593, -30.1255, -19.2760], [12.1852, -28.8048, -19.9376], [13.4344, -31.1644, -19.4445], [14.4202, -31.2639, -18.3478], [14.0095, -31.1467, -20.7857], [11.0434, -31.0605, -20.1603], [9.7739, -30.3620, -20.3025], [10.8842, -32.5544, -20.1360], [10.3733, -28.7210, -16.8545], [11.6385, -27.9877, -17.7764], [12.0251, -28.6189, -16.1045], [10.5479, -31.4320, -16.6798], [12.2083, -31.3607, -16.0059], [11.8732, -32.1286, -17.5419], [15.1370, -30.4625, -18.3288], [13.9388, -31.2291, -17.3622], [14.9989, -32.1942, -18.3301], [14.8011, -30.4249, -20.7516], [14.5100, -32.0892, -21.0375], [13.3345, -30.9475, -21.6117], [8.8681, -30.8803, -19.9646], [9.7164, -29.3732, -19.7977], [9.6724, -30.1162, -21.3851], [10.6516, -32.9881, -21.0790], [10.2549, -32.8652, -19.3143], [11.8257, -32.9843, -19.8278], [10.4974, -26.1981, -19.2214], [9.7216, -26.0149, -18.0133], [8.6133, -25.0992, -18.2478], [7.6850, -25.0157, -17.0450], [8.3385, -24.3778, -15.9814], [9.0783, -25.1459, -15.0926], [9.1554, -24.2376, -13.8143], [10.2782, -24.6217, -13.0455], [10.5890, -23.7115, -12.0733], [11.0161, -25.2255, -19.4426], [9.9336, -26.3667, -20.1205], [11.2541, -26.9153, -18.9924], [7.9982, -25.4836, -19.0404], [8.9572, -24.1523, -18.6399], [7.3419, -26.0413, -16.6975], [6.8237, -24.4044, -17.3414], [10.0825, -25.3681, -15.4741], [8.5892, -26.0877, -14.8758], [8.2257, -24.4067, -13.2716], [9.2611, -23.1948, -14.0911], [10.6767, -22.6931, -12.5021], [11.5864, -23.9623, -11.7067], [9.8410, -23.6778, -11.2616], [5.4187, -27.9487, -12.9039], [6.1064, -26.8189, -13.3677], [5.2968, -25.9310, -14.1499], [4.7249, -24.8515, -13.2501], [3.9054, -24.0151, -14.1168], [4.4810, -22.8774, -14.7026], [3.8302, -21.5283, -14.2710], [4.0897, -21.1644, -12.9597], [3.1288, -21.6149, -12.0455], [4.7512, -27.7680, -12.0737], [6.1401, -28.7140, -12.6154], [4.7834, -28.3159, -13.6875], [4.4402, -26.3847, -14.6524], [5.9064, -25.4346, -14.8828], [5.5361, -24.2628, -12.7732], [4.1425, -25.2641, -12.3984], [4.2052, -22.8995, -15.7622], [5.5611, -22.9254, -14.6827], [2.7643, -21.6672, -14.5347], [4.2609, -20.7349, -14.8675], [2.1336, -21.3319, -12.4039], [3.2832, -21.2534, -11.0479], [3.1843, -22.6997, -11.9893]],
  "forces_ev_per_angstrom": [[0.11, 0.01, -0.19], [-0.03, 0.33, 1.06], [0.31, 0.41, -0.39], [-1.20, 0.44, -0.04], [0.08, 0.16, -0.26], [1.52, -1.38, -0.66], [0.43, 1.51, -0.13], [-1.71, -0.70, 0.94], [-0.33, -0.65, 1.40], [-0.26, -0.46, -1.38], [0.95, -0.21, -1.12], [-0.24, -0.67, -0.22], [0.38, 0.59, 0.16], [0.46, -0.62, -0.33], [0.12, -0.37, 0.96], [-0.16, -0.35, -0.41], [-0.76, 0.48, 0.02], [0.60, -0.77, 1.01], [-0.68, 0.98, -0.37], [0.78, -0.19, -0.21], [0.46, 0.91, 0.43], [-0.30, 0.42, -0.27], [-0.15, -0.67, -0.69], [0.65, 0.10, 0.03], [-0.25, 0.31, 0.19], [0.03, 0.21, -0.57], [-0.33, -0.21, 0.00], [-0.53, 0.49, 0.57], [0.12, -0.11, 0.40], [0.99, -0.76, 0.97], [-1.56, -1.11, 0.18], [0.38, 0.17, 1.89], [0.64, 1.96, -2.88], [0.15, -0.50, 0.41], [-0.35, -0.30, 0.84], [1.05, -0.73, 0.90], [0.49, 0.56, -1.28], [1.21, -0.03, 0.85], [0.16, 0.06, 0.07], [0.64, -0.15, -0.39], [-0.26, -0.07, -0.32], [-0.72, -0.24, -0.26], [-0.17, 0.41, -0.02], [-0.42, -0.26, 0.19], [-0.55, 0.25, -0.85], [0.30, 0.41, -0.58], [-0.92, 0.12, -0.78], [-0.39, 0.51, -0.28], [0.25, 0.65, 0.02], [0.34, 0.37, -0.38], [0.13, -1.31, 1.38], [-0.18, 0.32, -0.02], [0.32, 0.11, 0.13], [-1.03, -0.18, -0.60], [-0.33, 0.08, 0.10], [-0.08, -0.34, -0.07], [-0.18, -0.28, 0.65], [0.13, 0.21, 0.15], [0.15, 1.84, 2.89], [0.65, -0.42, 0.23], [-1.02, 0.40, -0.79], [-1.01, -0.52, -0.10], [-0.08, -0.44, 0.25], [-0.19, 0.73, 1.81], [-1.26, -0.97, 0.60], [2.01, 0.61, -0.22], [-0.47, 0.03, -0.85], [0.15, 2.14, 0.93], [-2.55, -0.97, 0.65], [0.58, -0.19, -0.22], [-1.32, -0.54, -2.12], [0.30, -0.73, -0.19], [-0.22, 0.29, 0.15], [1.08, 0.61, -0.34], [0.28, -0.85, -0.50], [-0.53, 0.81, -0.15], [0.93, -0.24, 0.02], [0.70, 0.17, -0.30], [-0.15, -0.06, 0.21], [-0.31, -0.62, -0.86], [-0.56, 0.10, -0.55], [0.22, -0.20, -0.54], [0.20, -0.74, -0.16], [0.37, -0.19, 0.53], [0.62, -0.12, -0.43], [0.76, -0.17, -0.07], [0.67, 0.29, 0.16], [-0.68, -0.52, 0.49], [1.18, -0.03, 0.50], [1.81, -1.24, -0.26], [-1.93, 2.26, 1.73], [0.75, -0.16, -0.98], [-0.81, -2.38, -0.57], [-0.78, 0.95, 0.94], [0.14, 0.39, -0.06], [0.19, 0.38, 0.23], [-0.01, 1.67, 1.48], [1.59, -0.02, -1.86], [-0.02, 0.49, -0.73], [-0.12, -0.54, -0.17], [-0.26, 0.49, 0.23], [-0.32, 0.01, -0.89], [-0.49, -0.27, 0.50], [-0.63, 0.95, -0.26], [0.39, 0.26, -0.61], [0.87, -0.25, -0.50], [0.62, 0.02, 0.17], [0.49, 0.09, 0.15], [0.30, -0.04, -0.30], [-0.56, -0.07, 0.06], [0.44, -0.73, -0.67], [0.24, -0.27, -0.23], [-0.89, -0.45, -0.03], [-0.89, -0.90, 0.85], [-0.27, -0.06, 0.41], [-0.38, 0.00, 0.32], [2.42, -0.01, -0.44], [-2.34, 0.47, -0.56], [0.52, -0.94, -1.38], [-1.63, -0.55, 0.31], [0.42, -0.01, -0.78], [0.42, 1.05, 1.42], [0.06, -1.16, 1.65], [0.00, 0.85, -1.57], [-0.78, 1.54, 0.98], [1.14, -0.81, -1.45], [0.79, 0.36, -0.48], [0.37, -0.41, 0.43], [-0.98, 0.53, -0.15], [-0.64, -0.12, 0.00], [1.16, 0.06, 0.07], [0.06, 0.27, -0.02], [-0.37, 0.27, 2.09], [0.26, 0.34, -1.26], [-0.90, -0.31, 0.23], [0.59, 0.09, -0.46], [0.29, 0.16, 0.19], [-0.37, -0.76, 0.27], [0.26, -0.41, -0.17], [-0.31, -0.24, 0.38], [0.16, -0.12, -0.31], [-0.07, 0.15, 0.68], [-0.34, -0.18, -0.20], [-0.10, -0.17, 0.07], [-0.16, 0.08, 0.47], [0.70, 0.83, -0.76], [-1.27, -0.03, -0.88], [0.36, -0.86, 1.41], [1.09, -0.67, -0.86], [0.19, 0.00, 1.77], [0.52, 0.14, -0.16], [0.99, 0.72, 0.33], [-1.80, 1.48, -2.09], [-0.96, -0.50, -0.04], [0.82, 0.01, -0.19], [-2.08, 0.11, 0.95], [-1.11, 0.21, 0.51], [-0.35, -0.01, -0.26], [0.64, -0.33, 0.42], [0.59, -0.17, -0.28], [-0.17, 0.00, 0.40], [-0.25, -0.09, -0.50], [-0.14, 0.40, -0.07], [0.15, -0.31, -0.11], [-0.31, -0.13, -0.75], [0.47, -0.27, 1.12], [0.24, -0.36, 0.22], [-0.05, 0.01, 0.38], [-1.18, 0.14, 0.29], [1.01, 0.06, -1.13], [-0.13, -0.47, 0.70], [0.14, -0.45, -0.01], [1.67, 0.26, 0.46], [0.53, 0.41, -1.04], [0.96, 0.24, 1.25], [0.32, -1.40, 0.45], [0.96, 0.88, -0.28], [-1.26, -1.00, -1.42], [0.50, 0.24, 0.40], [0.72, -0.23, 1.00], [-0.39, -0.30, 0.39], [0.96, -0.74, 0.11], [-0.75, -0.89, 0.94], [-0.55, 1.24, -1.32], [1.49, 1.65, 1.53], [-0.46, -0.01, 0.28], [0.25, 0.00, 0.27], [-0.78, -0.17, -1.18], [-0.81, 0.00, 0.40], [-0.49, 0.41, -0.33], [0.05, -0.24, -0.28], [0.44, 0.62, -0.33], [-0.08, 0.04, -0.49], [-0.28, -0.06, -0.56], [0.50, 0.76, -0.53], [-0.23, -0.19, 0.32], [-0.39, 0.28, 0.42], [0.40, -0.46, -0.04], [0.50, -0.59, -0.12], [-0.45, -0.15, 0.57], [-0.65, -0.04, -0.80], [-0.95, -0.10, -0.11], [0.60, 0.01, -0.22], [0.58, 2.48, 1.11], [-0.95, 0.48, -0.82], [0.16, -1.50, 0.16], [0.90, -0.87, -0.06], [-0.84, 1.01, 0.02], [0.80, 0.92, 1.06], [0.38, -1.68, -0.75], [-0.65, -1.04, -1.10], [0.48, 1.32, 0.78], [-0.33, -0.70, 0.13], [-0.57, -0.65, -0.11], [0.08, -0.51, -0.43], [-0.33, -0.50, -0.79], [0.28, 0.57, 0.36], [0.28, 0.93, -0.63], [0.06, -0.11, 0.19], [-0.04, 0.06, 0.04], [-0.26, -0.36, 0.18], [-0.18, 0.31, 0.29], [-0.18, 0.21, -0.24], [-0.13, -0.13, 0.20], [-0.17, -0.05, 0.34], [0.24, -0.01, -0.03], [0.04, -0.26, -0.09], [0.02, 0.42, -0.67], [-0.13, 0.19, 1.42], [0.03, 1.14, -0.25], [-0.28, -0.80, 1.38], [-0.64, 0.67, -0.74], [0.66, -1.55, -0.49], [0.25, 0.75, 0.86], [-0.54, -0.95, -0.51], [-0.10, 0.39, 0.61], [0.03, 0.09, -0.05], [-0.27, -0.58, -0.58], [0.20, -0.53, -0.04], [0.52, -0.02, -0.42], [-0.31, -0.13, -0.40], [-0.11, 0.26, -0.76], [0.17, -0.24, -0.26], [0.31, 0.20, 0.47], [0.15, 0.42, 0.48], [-0.06, 0.06, -0.54], [-0.10, -0.01, 0.22], [0.38, 0.63, 0.31], [-0.27, -0.28, 0.07]]
}